(1)
The following is a DFT calculation (wB97M-V/def2-TZVPD) of a 4-piece molecular cluster, C28H61NO5S5 overall.

The calculation puts the energy above the lowest of the compared OMol25 structures with the same formula, charge and spin at 0.0 kJ/mol. The HOMO energy is -8.15 eV. The total energy comes out at -95926.0214 eV. Its charge is 0.

Positions of all 100 atoms, in Å:
1 S -1.42254 -0.08218 -1.42860
2 S 0.29572 4.95397 3.81741
3 S 4.05320 4.20766 8.60936
4 S 2.18891 -7.22471 -0.12661
5 S 1.47251 0.27752 -0.79424
6 O -3.05340 6.64433 -1.59169
7 O 3.20090 3.99470 7.40938
8 O 1.64801 -6.50114 1.05234
9 O 0.04128 3.51843 3.51363
10 O -0.91219 6.07131 -1.80560
11 N 0.38725 -2.04269 -1.46335
12 C -1.18569 -1.54450 1.75880
13 C 0.59449 4.22719 -1.28553
14 C 1.81370 5.02397 4.76973
15 C -2.60552 2.29765 1.90261
16 C -1.06725 -3.06293 1.64030
17 C -0.80131 5.38402 5.17232
18 C 0.07724 -0.66740 -1.25079
19 C 3.49051 5.73247 9.37415
20 C -2.19477 6.06272 -2.18400
21 C -1.49535 -1.07679 3.18402
22 C -4.33732 -3.76104 -8.34737
23 C 0.74405 -2.75668 -0.20894
24 C -0.03214 5.09421 -2.38187
25 C 1.17899 -1.43940 -3.77878
26 C 0.82869 1.88966 -0.32775
27 C -0.24928 -2.06925 -5.81787
28 C -2.79888 1.11173 2.85628
29 C 5.61947 4.85374 8.01430
30 C 0.21840 2.75224 -1.43597
31 C -3.07775 -2.89824 -8.39511
32 C -1.47152 0.44983 3.28049
33 C -1.61814 -1.91117 -6.50556
34 C 0.78413 -7.93409 -0.99260
35 C 1.37629 -2.28578 -2.53254
36 C -0.23552 -1.53360 -4.38543
37 C -2.11944 -3.17733 -7.21858
38 C 2.85428 -8.77897 0.47989
39 C -0.39203 -3.60422 0.37097
40 H -1.24350 -3.72296 -7.58602
41 H 1.97047 6.04520 5.11861
42 H 1.56623 -3.42541 -0.48235
43 H -2.63257 -3.80878 -6.48492
44 H -1.71889 2.87299 2.17969
45 H -2.54379 -3.07220 -9.33307
46 H 0.50250 -1.50868 -6.38535
47 H 0.17401 -8.49830 -0.28740
48 H 6.10836 4.05654 7.45837
49 H -0.87157 2.66966 -1.38315
50 H -5.03497 -3.51688 -9.15081
51 H -3.37576 -1.84483 -8.35350
52 H 1.72443 2.38654 0.06439
53 H 2.62847 4.73330 4.10944
54 H -1.11670 -3.81392 -0.42152
55 H -0.57138 6.39215 5.51765
56 H 3.45710 6.52108 8.62256
57 H 0.03746 -3.12776 -5.81979
58 H -0.25743 -1.04391 1.45901
59 H -3.46967 2.96903 1.91997
60 H -0.60571 4.46117 -3.07019
61 H 2.09784 -9.28350 1.08072
62 H -2.08926 -3.46282 1.66353
63 H 0.05219 -4.56650 0.63785
64 H -1.58993 -1.07779 -7.21367
65 H 1.67924 4.35838 -1.25547
66 H -0.66677 -0.52628 -4.41767
67 H -1.99729 -1.18944 1.11327
68 H -4.84951 -3.60327 -7.39265
69 H -3.44733 0.36739 2.37978
70 H 6.23817 5.14411 8.86340
71 H 3.72112 -8.54274 1.09330
72 H -2.34616 -1.65340 -5.72642
73 H -1.23031 0.75091 4.30244
74 H 2.49284 5.54928 9.76769
75 H 1.76129 4.33786 5.61258
76 H -2.48847 1.95271 0.86905
77 H 1.14124 -8.57564 -1.79827
78 H 1.26661 -3.33956 -2.81609
79 H 1.46062 -0.39703 -3.60280
80 H -0.57964 -3.47189 2.53291
81 H 0.71479 5.62043 -2.97905
82 H 0.14738 1.77385 0.52052
83 H 2.40167 -2.16955 -2.14761
84 H 0.49346 2.37001 -2.42599
85 H -0.66888 0.83091 2.63833
86 H 3.15682 -9.39803 -0.36474
87 H 0.17895 4.58754 -0.33844
88 H -0.89358 -2.12717 -3.74331
89 H -4.08340 -4.82395 -8.40220
90 H -0.73904 -1.50805 3.84994
91 H -3.32615 1.45993 3.75045
92 H 4.16388 6.00015 10.18837
93 H 5.43236 5.70480 7.35976
94 H -2.48504 -1.46155 3.45905
95 H 1.89306 -1.82299 -4.51829
96 H 1.14911 -2.06674 0.53575
97 H -2.40029 5.44218 -3.07494
98 H -0.67487 4.65846 5.97566
99 H 0.20781 -7.10852 -1.40587
100 H -1.81959 5.34822 4.79029

Atomic partial charges in e from the Mulliken method, atoms 1 to 99: number 1, S, carries -0.290; number 2, S, carries 0.426; number 3, S, carries 0.419; number 4, S, carries 0.550; number 5, S, carries -0.086; number 6, O, carries -0.459; number 7, O, carries -0.542; number 8, O, carries -0.586; number 9, O, carries -0.499; number 10, O, carries -0.357; number 11, N, carries 0.351; number 12, C, carries 0.568; number 13, C, carries -0.631; number 14, C, carries -0.955; number 15, C, carries -0.660; number 16, C, carries -1.289; number 17, C, carries -1.055; number 18, C, carries -0.015; number 19, C, carries -0.923; number 20, C, carries 0.274; number 21, C, carries -1.320; number 22, C, carries -1.316; number 23, C, carries -1.073; number 24, C, carries -0.586; number 25, C, carries -0.834; number 26, C, carries 0.046; number 27, C, carries -0.802; number 28, C, carries -0.543; number 29, C, carries -0.927; number 30, C, carries -0.531; number 31, C, carries -0.387; number 32, C, carries -0.273; number 33, C, carries -0.694; number 34, C, carries -0.952; number 35, C, carries -1.156; number 36, C, carries -0.602; number 37, C, carries -0.638; number 38, C, carries -1.018; number 39, C, carries -0.309; number 40, H, carries 0.395; number 41, H, carries 0.386; number 42, H, carries 0.491; number 43, H, carries 0.253; number 44, H, carries -0.013; number 45, H, carries 0.286; number 46, H, carries 0.331; number 47, H, carries 0.312; number 48, H, carries 0.312; number 49, H, carries 0.377; number 50, H, carries 0.367; number 51, H, carries 0.320; number 52, H, carries 0.565; number 53, H, carries 0.375; number 54, H, carries 0.372; number 55, H, carries 0.410; number 56, H, carries 0.284; number 57, H, carries 0.340; number 58, H, carries -0.043; number 59, H, carries 0.443; number 60, H, carries 0.429; number 61, H, carries 0.307; number 62, H, carries 0.264; number 63, H, carries 0.090; number 64, H, carries 0.434; number 65, H, carries 0.423; number 66, H, carries 0.312; number 67, H, carries 0.128; number 68, H, carries 0.352; number 69, H, carries 0.372; number 70, H, carries 0.372; number 71, H, carries 0.323; number 72, H, carries 0.324; number 73, H, carries 0.439; number 74, H, carries 0.312; number 75, H, carries 0.285; number 76, H, carries 0.014; number 77, H, carries 0.396; number 78, H, carries 0.544; number 79, H, carries 0.316; number 80, H, carries 0.389; number 81, H, carries 0.269; number 82, H, carries -0.484; number 83, H, carries 0.435; number 84, H, carries 0.351; number 85, H, carries 0.052; number 86, H, carries 0.384; number 87, H, carries 0.184; number 88, H, carries 0.483; number 89, H, carries 0.323; number 90, H, carries 0.488; number 91, H, carries 0.374; number 92, H, carries 0.376; number 93, H, carries 0.291; number 94, H, carries 0.298; number 95, H, carries 0.568; number 96, H, carries 0.678; number 97, H, carries 0.299; number 98, H, carries 0.304; number 99, H, carries 0.292

(2)
The following is a DFT calculation (wB97M-V/def2-TZVPD) of a 11-piece molecular cluster, C28H62Br10N6O6 overall in a non-equilibrium geometry.

The HOMO energy (spin up / spin down) is -10.47 / -10.47 eV. The total energy comes out at -751681.8256 eV. Its spin multiplicity is 2. Its charge is +1.

Positions of all 112 atoms, in Å:
1 Br -13.57519 -15.53730 17.72325
2 Br -13.43827 -17.94986 13.63044
3 Br -17.92903 -15.26068 19.57729
4 Br -16.59012 -18.67611 11.10821
5 Br -17.51050 -15.57777 15.59920
6 Br -14.57728 -22.83811 12.00238
7 Br -19.75125 -18.31167 15.60028
8 Br -18.45670 -21.51628 13.68512
9 Br -19.97468 -22.94287 10.34268
10 Br -18.39290 -19.94836 19.10427
11 O -21.41938 -17.94918 11.66550
12 O -25.37904 -17.12460 17.19745
13 O -15.38958 -19.98799 15.76822
14 O -13.38472 -15.79627 10.78871
15 O -19.70901 -9.86528 18.41343
16 O -18.59279 -14.52030 10.31207
17 N -19.43796 -13.03645 11.86129
18 N -14.34000 -14.32447 11.98503
19 N -19.96452 -11.70616 17.00760
20 N -20.89749 -17.74226 9.43554
21 N -24.36356 -17.98812 15.32409
22 N -15.41094 -22.17022 16.35712
23 C -14.33598 -15.52459 11.43673
24 C -20.04561 -10.90630 15.75724
25 C -24.38033 -17.60974 16.62106
26 C -18.95450 -13.36005 10.58712
27 C -15.95457 -20.90900 16.30246
28 C -17.29562 -17.29248 14.59374
29 C -15.96494 -23.18162 17.22256
30 C -21.05728 -17.28772 10.69779
31 C -15.28467 -20.97720 11.95212
32 C -13.65245 -16.46147 14.99327
33 C -17.51108 -17.19718 19.51110
34 C -20.01557 -21.08721 12.49057
35 C -13.37652 -13.28045 11.66393
36 C -19.91711 -11.66070 12.09664
37 C -21.30628 -19.13815 9.03066
38 C -25.52123 -17.88322 14.46621
39 C -18.69099 -17.73536 14.00375
40 C -19.94555 -13.15230 16.85031
41 C -14.17409 -22.53794 15.74398
42 C -15.51344 -13.84266 12.75592
43 C -19.98948 -11.09193 18.23740
44 C -19.34033 -13.95222 13.00895
45 C -20.34200 -16.92917 8.35756
46 C -20.80962 -22.31161 12.00848
47 C -18.71192 -18.00790 19.25501
48 C -16.21345 -20.59639 10.71813
49 C -13.58163 -17.02295 16.43821
50 C -23.12702 -18.44725 14.62490
51 H -13.68338 -12.58615 10.88170
52 H -15.17802 -13.38508 13.68662
53 H -20.35017 -14.14523 13.37098
54 H -16.71423 -17.29793 18.77423
55 H -16.56788 -22.67136 17.97370
56 H -18.80463 -14.89209 12.87564
57 H -26.40944 -18.03645 15.07916
58 H -19.70966 -20.54099 11.59830
59 H -19.18040 -17.02942 13.33277
60 H -19.26117 -17.57866 18.41704
61 H -13.49812 -22.84671 16.54136
62 H -20.48227 -19.71205 8.60668
63 H -16.02390 -12.98181 12.32408
64 H -18.85135 -13.38442 13.80053
65 H -16.64273 -23.86269 16.70796
66 H -15.26146 -16.10964 11.55249
67 H -22.89184 -17.61769 13.95811
68 H -21.85379 -22.04080 11.85207
69 H -15.25611 -23.82225 17.74720
70 H -14.39820 -17.68795 16.71943
71 H -20.97850 -11.72507 12.33630
72 H -17.08971 -21.21487 10.91240
73 H -13.12899 -12.73889 12.57691
74 H -21.04838 -16.77779 7.54133
75 H -16.30512 -14.56299 12.96201
76 H -22.30399 -18.56831 15.32923
77 H -25.51985 -18.54412 13.59943
78 H -20.23733 -15.91094 8.73219
79 H -12.90211 -15.68985 14.82095
80 H -16.96961 -20.91229 16.72894
81 H -19.81836 -11.00442 11.23199
82 H -19.31287 -17.05892 8.02267
83 H -14.29035 -20.53079 11.93982
84 H -20.68810 -13.48457 16.12484
85 H -16.62453 -17.16341 13.74458
86 H -20.10954 -11.79145 19.07909
87 H -23.34715 -19.31456 14.00246
88 H -19.39393 -17.92925 20.10162
89 H -13.60904 -21.68261 15.37353
90 H -19.01794 -12.42430 10.01044
91 H -20.87509 -11.19111 15.10997
92 H -20.86572 -16.21032 10.57646
93 H -18.41052 -18.57805 13.37183
94 H -15.81327 -20.83700 12.89501
95 H -20.15027 -13.60154 17.82211
96 H -21.58761 -19.72913 9.90227
97 H -14.61397 -15.98874 14.79304
98 H -16.82201 -18.04117 15.22876
99 H -12.40574 -13.71482 11.42517
100 H -19.39119 -11.25576 12.96123
101 H -14.33255 -23.31634 14.99759
102 H -17.03570 -17.38845 20.47315
103 H -12.58190 -17.41899 16.61653
104 H -20.77884 -23.10882 12.75120
105 H -15.78773 -20.86936 9.75255
106 H -25.68449 -16.87955 14.07367
107 H -22.16713 -19.10506 8.36288
108 H -20.23466 -9.85563 15.97732
109 H -19.13532 -11.00138 15.16526
110 H -18.91135 -13.34495 16.56497
111 H -20.63770 -20.38978 13.05148
112 H -23.35427 -17.65493 17.01776

Atomic partial charges in e from the Mulliken method, atoms 1 to 99: number 1, Br, carries -0.161; number 2, Br, carries -0.146; number 3, Br, carries -0.143; number 4, Br, carries -0.046; number 5, Br, carries -0.014; number 6, Br, carries -0.166; number 7, Br, carries -0.010; number 8, Br, carries -0.081; number 9, Br, carries -0.190; number 10, Br, carries -0.130; number 11, O, carries -0.595; number 12, O, carries -0.632; number 13, O, carries -0.525; number 14, O, carries -0.376; number 15, O, carries -0.610; number 16, O, carries -0.503; number 17, N, carries 0.246; number 18, N, carries 0.313; number 19, N, carries 0.121; number 20, N, carries 0.151; number 21, N, carries 0.164; number 22, N, carries 0.311; number 23, C, carries 0.318; number 24, C, carries -0.786; number 25, C, carries 0.196; number 26, C, carries 0.105; number 27, C, carries 0.174; number 28, C, carries 0.171; number 29, C, carries -0.986; number 30, C, carries 0.228; number 31, C, carries -0.497; number 32, C, carries -0.100; number 33, C, carries -0.332; number 34, C, carries -0.203; number 35, C, carries -0.924; number 36, C, carries -0.844; number 37, C, carries -0.805; number 38, C, carries -0.994; number 39, C, carries 0.179; number 40, C, carries -0.667; number 41, C, carries -0.990; number 42, C, carries -0.687; number 43, C, carries 0.164; number 44, C, carries -0.647; number 45, C, carries -0.812; number 46, C, carries -0.615; number 47, C, carries -0.336; number 48, C, carries -0.128; number 49, C, carries -0.450; number 50, C, carries -0.642; number 51, H, carries 0.361; number 52, H, carries 0.459; number 53, H, carries 0.461; number 54, H, carries 0.007; number 55, H, carries 0.297; number 56, H, carries -0.191; number 57, H, carries 0.357; number 58, H, carries 0.214; number 59, H, carries 0.102; number 60, H, carries 0.120; number 61, H, carries 0.394; number 62, H, carries 0.346; number 63, H, carries 0.439; number 64, H, carries 0.241; number 65, H, carries 0.333; number 66, H, carries 0.287; number 67, H, carries 0.440; number 68, H, carries 0.439; number 69, H, carries 0.331; number 70, H, carries 0.023; number 71, H, carries 0.291; number 72, H, carries 0.063; number 73, H, carries 0.379; number 74, H, carries 0.357; number 75, H, carries -0.123; number 76, H, carries -0.126; number 77, H, carries 0.303; number 78, H, carries 0.143; number 79, H, carries 0.586; number 80, H, carries 0.218; number 81, H, carries 0.397; number 82, H, carries 0.300; number 83, H, carries 0.352; number 84, H, carries 0.278; number 85, H, carries -0.415; number 86, H, carries 0.298; number 87, H, carries 0.250; number 88, H, carries 0.393; number 89, H, carries 0.280; number 90, H, carries 0.257; number 91, H, carries 0.290; number 92, H, carries 0.247; number 93, H, carries -0.249; number 94, H, carries -0.023; number 95, H, carries 0.279; number 96, H, carries 0.090; number 97, H, carries -0.271; number 98, H, carries 0.454; number 99, H, carries 0.371